Molecular formula: C3H5IN3
Method: DFT, ωB97M-V/def2-TZVPD

Each line ends with the Mulliken charge.
CARTESIAN COORDINATES (ANGSTROEM)
C: 0.46 1.80 -0.20  -0.185
C: -1.43 0.74 0.03  0.102
C: -0.33 -1.55 0.12  -0.645
N: -0.89 1.94 0.05  -0.358
N: 0.79 0.52 -0.21  -0.255
N: -0.42 -0.12 0.00  0.238
I: 3.81 -0.71 -0.40  0.493
H: 1.21 2.55 -0.31  0.413
H: -2.52 0.51 0.25  0.338
H: -0.09 -1.73 1.17  0.333
H: -1.19 -2.21 -0.07  0.321
H: 0.59 -1.73 -0.43  0.206

Summary:
* total charge: +1
* ΔE to the lowest compared entry with this formula, charge and spin: 3.5687 eV
* HOMO level (alpha / beta): -13.8525 / -14.8806 eV
* total energy: -578.8634 Ha


Molecular formula: C6H9DyNaO5
Method: DFT, ωB97M-V/def2-TZVPD

Each line ends with the Mulliken charge.
CARTESIAN COORDINATES (ANGSTROEM)
O: 0.99 1.97 1.66  -0.477
C: -0.25 2.61 1.70  -0.429
C: -1.39 1.61 1.95  -0.453
O: -1.25 0.47 1.15  -0.661
Dy: 0.75 0.34 0.92  1.309
H: -0.29 3.38 2.49  0.345
H: -1.38 1.28 3.01  0.278
O: -0.32 -2.37 -1.28  -0.438
C: -0.79 -1.24 -1.87  -0.250
C: -0.11 -0.08 -1.92  -0.193
O: 1.14 0.03 -1.33  -0.473
C: 1.82 -1.24 -1.37  -0.651
C: 0.95 -2.20 -0.55  0.337
O: 0.71 -1.69 0.68  -0.789
Na: -1.57 -1.68 1.05  0.986
H: -1.76 -1.35 -2.35  0.488
H: -0.47 0.82 -2.42  0.461
H: 2.79 -1.10 -0.89  0.330
H: 1.93 -1.56 -2.41  0.387
H: 1.37 -3.22 -0.54  0.385
H: -2.37 2.09 1.61  0.285
H: -0.49 3.14 0.70  0.223

Summary:
* total charge: +1
* ΔE to the lowest compared entry with this formula, charge and spin: 0.0000 eV
* HOMO level (alpha / beta): -12.6160 / -12.6664 eV
* total energy: -1657.3688 Ha
* 2S+1: 6


Molecular formula: C6H19N3
Method: DFT, ωB97M-V/def2-TZVPD

Each line ends with the Mulliken charge.
CARTESIAN COORDINATES (ANGSTROEM)
C: -0.32 0.91 -1.16  1.639
C: 0.15 1.51 0.40  -1.140
C: -1.83 0.71 -1.19  -1.691
C: 0.10 1.99 -2.16  -1.924
C: -0.72 1.44 1.66  -1.066
N: 0.31 -0.31 -1.54  -0.675
H: 1.32 -0.22 -1.54  0.319
H: 0.07 -1.09 -0.87  0.473
H: 0.28 2.57 0.17  0.533
H: 1.16 1.16 0.61  0.261
H: -2.13 0.49 -2.21  0.451
H: -0.10 1.65 -3.17  0.453
H: -2.34 1.61 -0.86  0.351
H: -2.12 -0.12 -0.56  0.295
H: -0.44 2.92 -1.99  0.407
H: 1.17 2.19 -2.07  0.430
H: -0.72 2.40 2.18  0.314
H: -1.76 1.19 1.43  0.306
H: -0.35 0.70 2.37  0.390
C: 1.59 -3.23 1.01  -0.853
N: 1.27 -1.84 1.23  -0.246
N: -0.08 -1.60 0.85  -0.378
H: 1.43 -1.60 2.22  0.243
H: -0.25 -0.57 0.93  -0.090
H: -0.75 -2.09 1.45  0.290
H: 2.62 -3.41 1.34  0.313
H: 1.51 -3.44 -0.05  0.278
H: 0.92 -3.92 1.55  0.318

Summary:
* ΔE to the lowest compared entry with this formula, charge and spin: 1.9264 eV
* HOMO level: -8.2784 eV
* total energy: -404.1987 Ha


Molecular formula: C55H49F8InNO
Method: DFT, ωB97M-V/def2-TZVPD

Each line ends with the Mulliken charge.
CARTESIAN COORDINATES (ANGSTROEM)
O: 3.95 -0.84 -1.33  -0.645
C: 4.08 -0.43 -2.47  0.187
C: 3.18 -0.78 -3.55  -0.936
In: 1.55 0.81 -3.65  0.827
C: -0.31 -0.26 -3.02  -0.394
C: -1.07 0.19 -1.94  -0.008
C: -2.21 -0.55 -1.59  -0.644
C: -2.49 -1.67 -2.34  -0.721
N: -1.81 -2.11 -3.40  -0.274
C: -0.72 -1.39 -3.72  -0.473
H: 4.87 0.30 -2.71  0.245
H: 3.67 -0.89 -4.52  0.415
H: 2.72 -1.73 -3.31  0.116
H: 1.92 2.14 -2.60  -0.618
H: 1.39 1.40 -5.33  -0.404
H: -0.79 1.07 -1.38  0.417
H: -2.82 -0.25 -0.75  0.788
H: -3.35 -2.26 -2.05  0.395
H: -0.15 -1.73 -4.58  0.638
F: -2.04 1.37 -4.94  -0.087
C: -2.24 2.08 -6.05  0.324
C: -2.64 3.40 -5.95  -0.533
C: -2.85 4.13 -7.11  -0.332
C: -2.65 3.54 -8.36  -0.547
C: -2.25 2.21 -8.43  -0.366
C: -2.03 1.47 -7.28  -0.339
H: -2.79 3.83 -4.98  0.410
H: -3.16 5.16 -7.05  0.348
H: -2.82 4.11 -9.26  0.352
H: -2.10 1.75 -9.40  0.346
H: -1.71 0.44 -7.32  0.438
F: -0.25 -8.61 -5.02  -0.338
C: -0.03 -7.35 -4.57  0.360
C: -1.01 -6.39 -4.76  -0.595
C: -0.78 -5.10 -4.29  -0.209
C: 0.41 -4.79 -3.66  -0.373
C: 1.38 -5.76 -3.49  -0.451
C: 1.16 -7.06 -3.94  -0.454
H: -1.93 -6.65 -5.26  0.417
H: -1.54 -4.33 -4.42  0.437
H: 0.58 -3.78 -3.30  0.415
H: 2.31 -5.52 -3.00  0.400
H: 1.90 -7.84 -3.81  0.407
F: -8.71 -4.53 0.57  -0.324
C: -7.43 -4.73 0.19  0.361
C: -6.45 -3.87 0.65  -0.401
C: -5.13 -4.08 0.27  -0.338
C: -4.82 -5.13 -0.58  -0.629
C: -5.81 -5.98 -1.04  -0.349
C: -7.13 -5.79 -0.64  -0.454
H: -6.71 -3.05 1.30  0.503
H: -4.35 -3.42 0.63  0.430
H: -3.79 -5.29 -0.88  0.425
H: -5.57 -6.80 -1.70  0.369
H: -7.92 -6.44 -0.98  0.406
F: 6.82 0.75 -1.25  -0.274
C: 6.99 0.73 0.08  0.256
C: 6.09 0.04 0.87  -0.307
C: 6.30 0.02 2.25  -0.454
C: 7.37 0.70 2.81  -0.564
C: 8.25 1.39 2.00  -0.198
C: 8.07 1.41 0.62  -0.793
H: 5.25 -0.48 0.42  0.637
H: 5.61 -0.52 2.88  0.381
H: 7.52 0.69 3.88  0.413
H: 9.09 1.93 2.43  0.497
H: 8.75 1.93 -0.03  0.423
F: -4.14 0.50 0.60  -0.186
C: -5.19 0.82 1.38  0.346
C: -5.99 1.88 1.01  -0.626
C: -7.07 2.21 1.81  -0.346
C: -7.35 1.48 2.95  -0.471
C: -6.54 0.41 3.30  0.128
C: -5.45 0.07 2.51  -0.714
H: -5.75 2.44 0.12  0.442
H: -7.71 3.04 1.53  0.364
H: -8.20 1.74 3.57  0.380
H: -6.74 -0.16 4.19  0.175
H: -4.81 -0.76 2.76  0.478
F: 0.53 3.20 -1.15  -0.048
C: 1.06 4.04 -0.25  0.375
C: 0.30 5.10 0.21  -0.595
C: 0.86 5.96 1.15  -0.301
C: 2.15 5.75 1.60  -0.574
C: 2.90 4.68 1.12  -0.401
C: 2.35 3.81 0.19  -0.453
H: -0.70 5.24 -0.16  0.407
H: 0.28 6.79 1.53  0.347
H: 2.58 6.43 2.33  0.350
H: 3.91 4.52 1.47  0.406
H: 2.90 2.97 -0.19  0.565
F: -6.37 -1.11 5.91  -0.343
C: -7.07 -0.68 6.97  0.532
C: -6.49 -0.69 8.22  -0.501
C: -7.21 -0.24 9.31  -0.322
C: -8.52 0.21 9.14  -0.530
C: -9.09 0.22 7.87  -0.401
C: -8.37 -0.23 6.77  -0.388
H: -5.47 -1.06 8.33  0.411
H: -6.77 -0.24 10.29  0.355
H: -9.08 0.56 9.99  0.366
H: -10.10 0.57 7.74  0.352
H: -8.79 -0.23 5.78  0.436
F: 10.14 2.78 4.57  -0.302
C: 11.42 2.64 4.17  0.416
C: 12.36 3.56 4.59  -0.518
C: 13.68 3.40 4.17  -0.298
C: 14.03 2.34 3.35  -0.487
C: 13.07 1.43 2.94  -0.447
C: 11.75 1.57 3.35  -0.291
H: 12.06 4.38 5.22  0.411
H: 14.43 4.11 4.50  0.349
H: 15.06 2.23 3.03  0.368
H: 13.34 0.61 2.29  0.359
H: 10.99 0.87 3.05  0.471

Summary:
* total charge: -1
* HOMO level: -5.2589 eV
* total energy: -3244.2278 Ha


Molecular formula: H14O7
Method: DFT, ωB97M-V/def2-TZVPD

Each line ends with the Mulliken charge.
CARTESIAN COORDINATES (ANGSTROEM)
O: -11.88 -12.78 -0.25  -0.613
H: -11.44 -12.00 -0.58  0.311
H: -12.78 -12.70 -0.57  0.420
O: -13.69 -8.39 -2.02  -0.817
H: -14.46 -7.90 -2.33  0.258
H: -13.82 -9.27 -2.36  0.603
O: -13.38 -11.04 -1.07  -0.935
H: -13.04 -11.80 -1.54  0.403
H: -14.27 -10.94 -1.40  0.553
O: -12.19 -9.33 -0.86  -0.678
H: -13.03 -9.76 -0.98  0.447
H: -11.54 -10.01 -1.00  0.211
O: -14.27 -10.13 -2.91  -0.694
H: -14.72 -10.86 -3.32  0.375
H: -14.04 -9.56 -3.64  0.247
O: -13.10 -12.39 -3.19  -0.873
H: -12.98 -11.52 -3.57  0.331
H: -14.00 -12.39 -2.87  0.375
O: -14.94 -12.48 -2.19  -0.510
H: -15.82 -12.56 -2.55  0.278
H: -15.01 -12.81 -1.30  0.308

Summary:
* ΔE to the lowest compared entry with this formula, charge and spin: 10.6507 eV
* HOMO level: -8.8704 eV
* total energy: -534.7324 Ha


Molecular formula: C12H30B2BeF8N2O4
Method: DFT, ωB97M-V/def2-TZVPD

Each line ends with the Mulliken charge.
CARTESIAN COORDINATES (ANGSTROEM)
Be: 20.50 8.83 4.38  1.793
B: 17.38 8.57 5.30  0.197
F: 16.44 9.60 5.07  -0.344
F: 16.72 7.32 5.48  -0.379
F: 18.28 8.45 4.15  -0.254
F: 18.21 8.87 6.41  -0.348
B: 22.81 9.95 4.67  0.040
F: 21.56 10.24 4.00  -0.077
F: 23.89 10.14 3.82  -0.351
F: 22.94 10.69 5.84  -0.361
F: 22.63 8.57 4.96  -0.319
C: 20.74 10.13 7.44  -1.329
O: 20.38 10.51 6.12  0.428
C: 19.46 11.54 6.19  -1.098
C: 19.06 12.13 4.84  -0.869
N: 18.84 11.11 3.81  0.552
C: 18.58 11.69 2.51  -0.792
C: 17.28 12.43 2.33  -0.849
O: 17.15 13.58 3.14  -0.345
C: 17.87 14.69 2.65  -0.703
H: 21.73 9.66 7.40  0.296
H: 20.07 9.38 7.83  0.332
H: 20.92 11.01 8.07  0.580
H: 19.87 12.36 6.79  0.526
H: 18.50 11.34 6.68  0.383
H: 19.88 12.84 4.62  0.454
H: 18.24 12.83 5.02  0.529
H: 18.04 10.63 4.22  -0.176
H: 18.67 10.94 1.73  0.221
H: 19.41 12.33 2.21  0.526
H: 16.45 11.83 2.73  0.264
H: 17.02 12.62 1.28  0.519
H: 17.50 15.59 3.18  0.263
H: 17.68 14.94 1.60  0.341
H: 18.94 14.68 2.93  0.233
C: 21.59 9.92 1.27  -0.946
O: 20.81 8.87 1.80  0.023
C: 21.02 7.64 1.17  -0.611
C: 20.17 6.67 1.93  -0.961
N: 20.61 6.58 3.31  -0.058
C: 19.63 5.94 4.20  -0.751
C: 20.27 5.74 5.55  -0.907
O: 20.40 7.06 6.08  0.198
C: 20.63 7.00 7.48  -0.953
H: 21.45 10.12 0.20  0.313
H: 22.66 9.71 1.36  0.363
H: 21.32 10.83 1.77  0.122
H: 22.07 7.32 1.14  0.395
H: 20.70 7.65 0.12  0.370
H: 20.23 5.66 1.46  0.491
H: 19.10 6.85 1.86  0.345
H: 21.48 6.06 3.41  0.171
H: 19.34 4.99 3.72  0.528
H: 18.73 6.53 4.29  0.280
H: 21.28 5.35 5.45  0.421
H: 19.52 5.13 6.07  0.448
H: 20.78 7.99 7.85  0.149
H: 21.50 6.37 7.73  0.334
H: 19.79 6.51 8.00  0.353

Summary:
* ΔE to the lowest compared entry with this formula, charge and spin: 0.0000 eV
* HOMO level: -9.0281 eV
* total energy: -1749.4518 Ha